# 1
Formula: C55H32BiCl7F9GeNOP
Source: the OMol25 dataset
Level of theory: ωB97M-V/def2-TZVPD

Properties
LUMO level: 0.991 eV
Relative energy (zero: lowest compared OMol25 entry of this formula, charge and spin): 74.73 kcal/mol
Multiplicity: 1
Electronic energy: -8998.11722 a.u.
Total charge: -1
Frontier orbital gap: 4.76 eV

Last column: Löwdin charge in e.
CARTESIAN COORDINATES (ANGSTROEM)
Bi 0.396 0.157 -0.350  1.8219
Cl 2.036 0.317 -5.460  0.6952
C 0.817 0.882 -4.357  -0.6110
C -0.392 1.598 -4.904  -0.2648
C -2.902 1.216 -4.334  -0.5966
Cl -4.067 2.162 -5.180  0.7265
C -2.989 1.028 -3.023  -0.1959
C -4.118 1.469 -2.217  -0.0296
C -4.201 1.158 -0.932  -0.0311
C -3.101 0.417 -0.308  -0.0994
N -2.078 0.004 -0.925  -0.0402
C -1.842 0.287 -2.350  -0.3585
C 0.802 0.623 -3.043  -0.5349
O 1.691 0.053 -2.283  -0.2574
H -0.177 1.996 -5.888  0.0988
H -4.903 2.034 -2.700  0.0928
H -5.044 1.468 -0.329  0.1068
H -3.107 0.242 0.770  0.1213
C 0.795 2.033 0.884  -0.4613
Ge 2.237 3.205 0.209  0.9942
C 3.995 2.820 1.031  -0.2459
C 4.207 3.227 2.356  -0.1093
C 5.444 3.089 2.973  -0.0896
C 6.521 2.568 2.268  -0.1031
C 6.343 2.174 0.951  -0.0936
C 5.092 2.285 0.347  -0.0916
C 2.378 3.398 -1.743  -0.2513
C 1.688 4.473 -2.320  -0.1635
C 1.786 4.750 -3.679  -0.1387
C 2.587 3.959 -4.492  -0.0890
C 3.261 2.874 -3.945  -0.1191
C 3.144 2.588 -2.590  -0.1166
C 1.877 5.059 0.770  -0.2797
C 0.686 5.459 1.378  -0.1075
C 0.459 6.796 1.699  -0.0810
C 1.423 7.751 1.409  -0.0989
C 2.617 7.369 0.803  -0.0931
C 2.838 6.036 0.487  -0.1101
H -0.135 2.607 0.791  0.0081
H 3.404 3.683 2.918  0.0898
H 5.568 3.408 4.002  0.0993
H 7.494 2.480 2.738  0.0969
H 7.175 1.773 0.387  0.0989
H 4.994 1.958 -0.677  0.0778
H 1.071 5.113 -1.700  0.0683
H 1.233 5.582 -4.099  0.0762
H 2.670 4.171 -5.551  0.1038
H 3.854 2.225 -4.580  0.0785
H 3.606 1.684 -2.220  0.0863
H -0.073 4.722 1.621  0.0804
H -0.467 7.084 2.185  0.1001
H 1.248 8.791 1.655  0.0945
H 3.374 8.114 0.577  0.0963
H 3.774 5.749 0.015  0.1065
F 1.642 -4.267 8.438  0.1298
C 0.386 -3.905 8.093  -0.5799
F -0.369 -5.020 8.171  0.1241
F -0.045 -3.060 9.050  0.1283
C 0.339 -3.285 6.732  -0.1419
C 0.601 -1.928 6.589  -0.0079
C 0.585 -1.350 5.328  -0.0654
C 0.324 -2.120 4.197  -0.3440
C 0.045 -3.476 4.362  -0.0885
C 0.058 -4.064 5.621  -0.0211
P 0.288 -1.395 2.472  0.9605
C 2.091 -1.649 2.094  -0.3865
C 3.132 -1.029 2.785  -0.0642
C 4.456 -1.328 2.498  -0.0003
C 4.754 -2.276 1.527  -0.1287
C 3.740 -2.915 0.835  -0.0080
C 2.419 -2.592 1.117  -0.1112
C 6.186 -2.598 1.227  -0.5811
F 6.766 -1.654 0.457  0.1349
F 6.924 -2.688 2.352  0.1313
F 6.314 -3.764 0.569  0.1282
C 0.016 0.363 2.741  -0.4782
C 0.926 1.547 2.376  -0.4158
C 0.548 2.720 3.260  -0.0350
C -0.670 2.849 3.825  -0.1838
C -1.663 1.819 3.799  -0.0880
C -1.248 0.604 3.297  -0.2088
C -1.005 4.137 4.512  -0.5697
F -1.754 4.945 3.711  0.1071
F 0.075 4.864 4.864  0.1197
F -1.736 3.949 5.632  0.1185
H 0.806 -1.323 7.465  0.1206
H 0.741 -0.280 5.216  0.1081
H -0.183 -4.078 3.487  0.0971
H -0.161 -5.118 5.741  0.1158
H 2.913 -0.323 3.579  0.1084
H 5.254 -0.834 3.040  0.1234
H 3.976 -3.655 0.083  0.1196
H 1.619 -3.093 0.581  0.0935
H 1.971 1.294 2.559  0.0779
H 1.246 3.541 3.343  0.0900
H -2.634 1.954 4.256  0.0896
H -1.927 -0.246 3.409  0.0937
Cl -1.332 -2.472 -2.398  0.7268
C -1.602 -0.971 -3.189  -0.6287
C -0.439 1.131 -2.276  -0.2986
C -0.724 2.547 -2.672  -0.6548
Cl -1.217 3.736 -1.514  0.7846
C -0.722 2.768 -3.977  -0.6523
Cl -1.095 4.295 -4.697  0.7366
C -1.693 0.627 -5.083  -0.6530
Cl -2.045 0.507 -6.838  0.6571
C -1.477 -0.798 -4.497  -0.6847
Cl -0.984 -2.090 -5.512  0.6983

Forces on the atoms, in the same order (eV/Å):
0.266 0.114 -0.102
-0.158 -0.051 0.049
-0.473 -0.254 -0.172
-0.077 -0.123 0.194
0.206 -0.053 -0.481
0.045 -0.083 -0.118
-0.103 -0.027 0.517
0.174 0.134 -0.638
0.107 -0.282 0.749
-0.530 0.391 0.268
0.358 -0.297 -0.569
0.188 0.044 0.078
-0.308 -0.010 -0.015
-0.024 -0.042 0.217
-0.006 -0.007 -0.135
0.060 0.004 -0.043
0.078 -0.047 0.041
-0.091 0.047 -0.101
0.289 -0.322 -0.019
-0.041 0.216 0.205
0.192 -0.020 0.008
0.048 -0.106 -0.113
-0.027 0.002 -0.067
-0.048 0.015 0.003
-0.189 -0.057 -0.002
-0.022 0.031 0.184
-0.066 -0.027 -0.209
0.406 0.138 -0.117
0.261 0.065 0.163
-0.003 -0.038 0.105
0.079 0.085 0.071
-0.088 0.147 0.013
-0.067 0.145 0.075
0.098 0.037 -0.099
0.034 -0.043 -0.012
0.034 -0.071 -0.033
-0.049 -0.009 0.006
-0.097 -0.051 0.117
0.027 -0.139 -0.053
-0.127 0.028 0.037
-0.005 0.002 -0.020
-0.033 -0.007 -0.007
0.010 -0.035 -0.018
-0.049 0.013 -0.108
0.142 0.005 -0.051
0.142 -0.047 0.069
-0.003 -0.002 0.004
-0.057 0.112 0.101
0.084 0.032 0.062
0.040 0.086 -0.043
0.054 -0.040 -0.036
0.009 -0.001 0.008
-0.035 -0.038 0.011
-0.034 0.013 -0.002
-0.051 -0.023 0.070
0.016 0.051 -0.123
0.040 0.045 0.109
0.013 -0.124 0.030
-0.016 0.099 -0.025
0.020 0.061 -0.042
-0.058 0.093 0.075
0.142 -0.008 -0.063
0.082 -0.021 0.001
-0.018 0.007 -0.190
0.044 -0.301 0.486
-0.106 -0.017 -0.041
0.096 0.067 0.089
-0.056 0.057 0.044
-0.047 0.027 0.059
-0.125 0.049 -0.008
-0.103 0.019 0.015
-0.086 0.079 -0.024
0.052 -0.007 0.043
0.051 -0.018 -0.080
0.106 -0.019 0.042
0.069 0.045 -0.452
-0.454 0.254 0.120
0.227 -0.242 0.031
-0.031 -0.009 0.028
0.043 0.031 -0.134
-0.086 0.035 -0.192
0.006 -0.099 -0.137
-0.020 0.034 0.086
-0.142 -0.014 0.035
0.059 0.113 0.006
-0.023 -0.011 -0.048
0.013 -0.091 -0.002
-0.003 0.017 0.053
0.007 0.050 -0.032
-0.014 -0.017 -0.063
-0.027 -0.017 -0.026
-0.025 0.020 0.021
0.039 0.063 -0.002
0.114 0.019 -0.140
0.152 -0.056 0.113
0.092 -0.017 0.003
0.048 0.027 -0.041
-0.020 0.155 -0.004
0.195 0.267 0.363
-0.492 -0.086 0.125
0.076 -0.193 0.266
-0.273 -0.267 -0.016
0.026 0.039 -0.328
-0.329 -0.237 -0.061
0.039 0.073 0.099
0.049 -0.003 0.206
0.101 0.298 -0.233
-0.032 0.125 -0.081



# 2
Formula: C10H18N3
Source: the OMol25 dataset
Level of theory: ωB97M-V/def2-TZVPD

Properties
LUMO level: -2.692 eV
Relative energy (zero: lowest compared OMol25 entry of this formula, charge and spin): 0.00 kcal/mol
Multiplicity: 1
Electronic energy: -555.92627 a.u.
Total charge: +1
Frontier orbital gap: 9.53 eV

Last column: natural (NBO) charge in e.
CARTESIAN COORDINATES (ANGSTROEM)
C -1.569 -1.061 0.112  -0.1843
C -2.057 1.224 0.612  -0.1900
C -0.215 -0.779 0.097  -0.2763
C -0.709 1.520 0.602  -0.2173
C -2.510 -0.068 0.361  0.0311
C 0.219 0.521 0.328  0.1479
C -4.558 -0.007 -1.044  -0.5916
C 3.919 1.031 -0.303  -0.6756
C -3.977 -0.365 0.327  -0.4272
C 2.554 0.464 -0.464  0.6291
N 2.312 -0.303 -1.511  -0.7416
N 1.596 0.874 0.338  -0.5467
N 3.220 -1.500 1.102  -1.0932
H -1.899 -2.074 -0.062  0.2266
H -2.770 2.006 0.823  0.2301
H 0.496 -1.580 -0.042  0.2179
H -0.373 2.526 0.802  0.2217
H -4.409 1.048 -1.260  0.2070
H -5.624 -0.216 -1.062  0.2245
H -4.078 -0.590 -1.827  0.2063
H 4.086 1.394 0.706  0.2447
H 4.674 0.286 -0.536  0.2531
H 4.046 1.865 -0.994  0.2624
H -4.149 -1.423 0.526  0.2172
H -4.488 0.218 1.094  0.2206
H 3.064 -0.588 -2.116  0.4257
H 1.380 -0.636 -1.708  0.4291
H 1.849 1.553 1.046  0.4242
H 2.419 -1.935 1.549  0.3760
H 3.811 -1.158 1.853  0.3740
H 3.737 -2.248 0.651  0.3749

Forces on the atoms, in the same order (eV/Å):
-0.080 0.126 -0.013
0.100 -0.138 0.028
0.212 0.126 0.101
0.142 -0.079 -0.111
0.077 -0.074 0.115
-0.551 -0.106 -0.119
-0.044 -0.090 0.178
0.140 0.094 -0.046
-0.110 0.064 -0.228
-0.027 0.150 -0.284
-0.211 0.091 -0.009
0.131 0.326 0.209
0.143 -0.209 0.177
-0.041 -0.118 -0.008
-0.090 0.107 0.033
0.078 -0.101 -0.027
0.049 0.141 0.003
-0.002 0.098 -0.067
-0.113 0.006 -0.075
0.027 -0.027 -0.105
-0.024 -0.021 0.073
0.002 -0.067 0.014
-0.067 0.036 -0.038
-0.006 0.021 0.102
0.006 -0.083 0.066
-0.022 0.053 0.045
0.077 0.027 -0.039
0.147 -0.174 -0.157
0.026 -0.028 0.041
0.018 -0.098 0.065
0.011 -0.054 0.075